[1]
{
  "formula": "C4H10NS3",
  "method": "ωB97M-V/def2-TZVPD",
  "homo_energy_ev": -13.13,
  "total_charge": 1,
  "e_lumo_ev": -3.3,
  "elements": ["C", "C", "C", "C", "N", "S", "S", "S", "H", "H", "H", "H", "H", "H", "H", "H", "H", "H"],
  "coordinates": [[1.0926, -1.3364, -0.3608], [1.7123, 1.1814, -0.1308], [0.0764, -0.5844, 0.4217], [-1.6630, -0.1668, -0.5304], [0.5878, 0.8695, 0.7232], [2.7211, -0.3486, -0.2609], [-2.7654, -1.4074, 0.2104], [-1.9472, 1.6135, -0.3864], [0.9824, -2.3825, 0.0048], [0.8197, -1.3156, -1.4996], [1.2794, 1.5222, -0.9821], [2.5003, 1.9532, 0.1113], [-0.2736, -0.9748, 1.3354], [-1.6547, -0.4079, -1.6390], [1.0310, 0.8510, 1.6623], [-0.1085, 1.6856, 0.6937], [-3.8763, -1.5208, -0.7014], [-2.5405, 1.6421, 0.7458]],
  "forces_ev_per_angstrom": [[-0.3, 0.1, -2.4], [3.3, -0.8, 0.3], [-2.9, 3.7, -2.3], [1.6, -1.1, 0.0], [1.1, -0.3, 2.7], [-1.8, -0.6, 0.2], [-1.1, 0.1, -0.5], [0.3, -0.4, -2.0], [1.1, 0.6, -0.4], [0.5, -0.2, 2.1], [-0.9, 0.6, -3.2], [-1.4, -0.5, 0.8], [-0.2, -0.6, 1.0], [0.8, 0.5, 1.4], [-0.9, -0.2, -0.2], [0.1, -1.5, -0.2], [1.8, 0.6, 1.0], [-1.0, -0.1, 1.8]]
}

[2]
{
  "formula": "C7H27NO7",
  "method": "ωB97M-V/def2-TZVPD",
  "smiles": "C/C=C/C(N)=C/CC.O.O.O.O.O.O.O",
  "homo_energy_ev": -8.37,
  "e_lumo_ev": 0.3,
  "elements": ["C", "C", "C", "C", "N", "C", "C", "C", "H", "H", "H", "H", "H", "H", "H", "H", "H", "H", "H", "H", "H", "O", "H", "H", "O", "H", "H", "O", "H", "H", "O", "H", "H", "O", "H", "H", "O", "H", "H", "O", "H", "H"],
  "coordinates": [[2.3731, -2.4065, 1.1137], [1.2828, -1.3911, 1.0985], [0.1712, -1.5691, 1.7385], [-0.8753, -0.6025, 1.9149], [-2.2402, -1.2135, 2.1995], [-0.7900, 0.7125, 2.0020], [-1.8805, 1.6475, 2.3045], [-2.5426, 2.3078, 1.1544], [2.9448, -2.4725, 0.1943], [1.9567, -3.3264, 1.4274], [2.8993, -2.1174, 2.0600], [1.5234, -0.4124, 0.4952], [-0.1037, -2.4780, 2.2956], [-3.0847, -0.6399, 2.2074], [-2.2224, -2.2316, 2.1881], [0.1423, 1.2133, 1.9380], [-2.5581, 1.0158, 3.0601], [-1.5017, 2.4479, 3.0787], [-2.0380, 1.7986, 0.3988], [-3.6302, 2.2769, 1.0338], [-2.2922, 3.3607, 1.1290], [0.4317, -3.1208, -2.7893], [0.2893, -2.8325, -3.6244], [1.3780, -3.2470, -2.6397], [0.6907, 3.6036, -1.4377], [1.4172, 3.2289, -1.8785], [-0.0567, 3.2430, -1.8493], [3.5046, 1.2799, -1.0802], [4.2192, 0.5836, -1.2361], [3.9324, 1.7517, -0.4788], [0.8942, -0.5009, -2.0219], [0.0073, -0.0966, -2.4213], [1.0170, -0.3873, -1.1939], [3.7932, -1.6586, -1.8905], [3.2218, -1.2970, -2.6310], [3.2446, -2.1534, -1.3840], [-3.5844, -0.1860, -0.4850], [-3.1838, 0.6786, -0.6190], [-3.3602, -0.7097, 0.3699], [-1.5315, 2.0214, -2.2408], [-1.9293, 2.7137, -1.4818], [-1.9292, 1.1655, -2.0189]],
  "forces_ev_per_angstrom": [[0.0, 1.2, 1.6], [2.0, 1.6, -2.6], [-2.0, -0.5, 1.2], [-4.2, -0.2, 0.9], [2.8, 0.4, -0.8], [0.8, 0.7, -0.2], [-1.3, -0.3, 5.8], [-1.0, 1.2, 0.2], [0.3, 0.0, 0.7], [-0.4, -1.3, -0.3], [0.8, -0.2, -1.2], [-0.6, -1.8, 1.6], [0.8, -0.1, -0.4], [0.7, -0.8, 0.2], [-0.7, 0.7, 0.0], [1.1, -0.1, -0.3], [0.7, 1.5, -1.7], [-0.4, -1.4, -1.6], [0.4, -0.3, -2.2], [0.2, -0.5, 0.3], [0.2, 0.2, -0.2], [0.6, -2.0, 4.3], [-0.3, 1.4, -4.0], [-0.4, 0.2, -0.4], [0.2, 1.8, 1.9], [1.6, -0.9, -0.8], [-1.5, -1.0, -1.0], [-0.8, -4.7, -4.1], [-1.8, 0.8, -0.2], [2.5, 3.9, 4.3], [-3.5, -0.1, -11.2], [3.2, -1.2, 2.1], [0.5, 1.8, 8.8], [1.9, 2.9, -3.9], [0.8, -0.5, 1.4], [-2.7, -2.2, 2.2], [-0.4, -1.7, 0.8], [0.1, -0.5, 1.2], [0.3, 2.0, -2.2], [-1.8, 2.6, 2.9], [1.4, -3.0, -3.0], [0.0, 0.2, 0.0]]
}

[3]
{
  "formula": "C2H8N5",
  "method": "ωB97M-V/def2-TZVPD",
  "smiles": "C/N=N/C(N)=N/[NH3+]",
  "homo_energy_ev": -13.16,
  "total_charge": 1,
  "e_lumo_ev": -4.0,
  "elements": ["C", "N", "N", "C", "N", "N", "N", "H", "H", "H", "H", "H", "H", "H", "H"],
  "coordinates": [[-3.0496, -0.4452, 0.1977], [-1.8678, -0.3399, -0.5151], [-0.8558, 0.1366, -0.0069], [0.4856, 0.2129, -0.2646], [1.1607, 1.5084, -0.1014], [1.1710, -0.8709, -0.2816], [2.5898, -0.6895, 0.0404], [-3.9127, -0.4863, -0.4673], [-3.1231, 0.2548, 1.0866], [-3.0400, -1.4356, 0.4507], [0.6535, 1.9370, 0.6407], [1.1778, 1.9679, -1.0464], [2.6367, 0.4710, 0.0384], [3.1902, -1.0002, -0.7158], [2.7836, -1.2209, 0.9446]],
  "forces_ev_per_angstrom": [[-1.2, 2.9, 1.3], [3.4, 0.0, -2.6], [-1.4, 0.8, 1.6], [0.8, 0.3, -0.1], [-0.5, -2.2, -2.1], [0.5, -1.3, -0.1], [-1.1, 2.7, 0.6], [0.1, 0.9, -0.2], [-0.1, -0.9, -1.0], [0.1, -2.9, 1.5], [-0.3, 1.4, 0.2], [-0.3, 0.1, 1.6], [0.1, -2.4, 0.9], [-0.1, -0.5, -0.1], [-0.1, 1.1, -1.4]]
}

[4]
{
  "formula": "C3H5N3",
  "method": "ωB97M-V/def2-TZVPD",
  "homo_energy_ev": [-8.19, -9.29],
  "e_lumo_ev": [-2.4, -0.4],
  "elements": ["C", "C", "C", "N", "N", "N", "H", "H", "H", "H", "H"],
  "coordinates": [[3.6366, -0.1781, -0.0638], [2.6360, 0.3780, 0.3162], [-1.8364, -1.1444, 0.1260], [-1.9846, 0.2826, 0.1157], [-1.3209, 1.2921, -0.0620], [-0.1872, 1.6795, -0.2008], [4.3301, -0.5264, -0.8446], [-1.4390, -1.3633, -0.9489], [-2.6810, -1.6779, 0.4493], [-1.1674, -1.3508, 0.9811], [0.0139, 2.6087, 0.1316]],
  "forces_ev_per_angstrom": [[0.7, -0.3, -1.6], [-0.5, 0.2, 0.3], [3.6, 0.7, -1.1], [-1.4, 3.0, -0.9], [-3.3, -3.0, 2.0], [3.5, -0.3, -0.7], [-0.5, 0.2, 1.2], [-0.6, -0.5, 2.2], [-1.8, -0.2, -0.5], [0.7, -0.4, -0.8], [-0.4, 0.5, -0.2]]
}

[5]
{
  "formula": "C23H41F2N4OsP2",
  "method": "ωB97M-V/def2-TZVPD",
  "homo_energy_ev": [-16.82, -16.82],
  "total_charge": 3,
  "e_lumo_ev": [-12.1, -12.1],
  "elements": ["Os", "C", "P", "C", "N", "C", "C", "C", "C", "C", "C", "N", "C", "P", "C", "C", "C", "C", "C", "C", "C", "C", "C", "H", "H", "H", "H", "H", "H", "H", "H", "H", "H", "H", "H", "H", "H", "H", "H", "H", "H", "H", "H", "H", "H", "H", "H", "H", "H", "H", "H", "C", "C", "C", "C", "N", "N", "H", "H", "H", "H", "H", "H", "H", "H", "H", "H", "H", "H", "F", "C", "F", "H"],
  "coordinates": [[1.1567, 0.6784, -0.3046], [1.4309, 0.1305, 3.1842], [0.2874, 0.8112, 1.9596], [-1.0923, -0.3743, 1.9510], [-1.7065, -0.5751, 3.1020], [-2.7356, -1.4444, 3.1256], [-3.4464, -1.6791, 4.3352], [-4.4816, -2.5739, 4.3483], [-4.8559, -3.2709, 3.1778], [-4.1962, -3.0651, 1.9925], [-3.1205, -2.1424, 1.9400], [-2.4548, -1.9395, 0.7835], [-1.4638, -1.0715, 0.7902], [-0.5481, -0.9067, -0.7725], [0.1688, -2.5461, -1.0493], [-1.7188, -0.5312, -2.1539], [-2.6463, -1.7291, -2.4058], [-0.8947, -0.2618, -3.4222], [-2.5361, 0.7022, -1.7471], [-0.2931, 2.4737, 2.5157], [-0.7931, 2.4207, 3.9637], [-1.4186, 2.9196, 1.5799], [0.9130, 3.4177, 2.4093], [0.8859, 0.0914, 4.1296], [2.3100, 0.7645, 3.3007], [1.7372, -0.8816, 2.9181], [-3.1503, -1.1358, 5.2232], [-5.0241, -2.7524, 5.2674], [-5.6747, -3.9773, 3.2212], [-4.4725, -3.5896, 1.0869], [-0.6469, -3.2726, -1.0444], [0.8605, -2.8052, -0.2465], [0.6674, -2.6046, -2.0188], [-2.1032, -2.6096, -2.7516], [-3.3242, -1.4344, -3.2104], [-3.2411, -1.9904, -1.5357], [-0.4049, -1.1651, -3.7915], [-0.1434, 0.5199, -3.2902], [-1.5746, 0.0789, -4.2043], [-3.1913, 0.4839, -0.9020], [-3.1699, 0.9933, -2.5857], [-1.9141, 1.5631, -1.4948], [-1.6026, 1.7066, 4.0994], [-1.1707, 3.4134, 4.2169], [0.0058, 2.1917, 4.6700], [-2.3103, 2.2992, 1.6934], [-1.1203, 2.9203, 0.5329], [-1.6972, 3.9436, 1.8326], [1.7228, 3.1339, 3.0839], [0.5925, 4.4197, 2.6988], [1.3028, 3.4914, 1.3913], [4.3988, 1.1542, -2.6967], [3.6783, -0.1792, -2.7734], [4.6618, -1.3395, -2.6407], [2.8347, -0.3118, -4.0284], [2.6815, -0.3361, -1.5998], [3.1207, 0.0985, -0.2996], [4.9985, 1.2479, -3.6028], [5.1158, 1.2118, -1.8711], [3.7368, 2.0231, -2.6696], [5.3671, -1.3103, -3.4718], [4.1574, -2.3088, -2.6808], [5.2514, -1.2791, -1.7216], [3.5022, -0.3641, -4.8890], [2.1638, 0.5356, -4.1829], [2.2449, -1.2327, -4.0245], [2.4534, -1.3273, -1.5387], [3.7231, 0.9116, -0.4604], [3.6013, -0.5626, 0.3114], [2.0895, 2.8995, -0.9355], [1.1109, 2.2317, -1.6192], [-0.0145, 2.9195, -1.5447], [1.4195, 2.0791, -2.6534]],
  "forces_ev_per_angstrom": [[0.1, 0.0, 0.2], [0.2, 0.1, -0.2], [-0.5, 0.4, 0.0], [-0.1, 0.0, 0.2], [0.1, 0.1, -0.2], [-0.1, 0.1, 0.4], [0.0, 0.0, -0.1], [0.3, 0.4, 0.2], [0.2, -0.1, -0.7], [-0.1, 0.0, 0.2], [-0.2, -0.2, -0.2], [0.1, 0.0, 0.1], [-0.2, -0.1, 0.0], [0.0, -0.9, 0.3], [0.1, 0.0, -0.1], [0.1, 0.4, -0.3], [0.1, -0.1, 0.1], [0.0, 0.0, 0.0], [0.0, -0.1, 0.1], [0.1, 0.1, 0.0], [0.0, 0.0, 0.0], [-0.1, -0.1, 0.1], [0.0, 0.0, 0.0], [0.0, 0.0, 0.0], [0.0, 0.0, 0.0], [0.0, 0.0, 0.0], [0.0, 0.0, 0.0], [0.0, 0.0, 0.0], [0.0, 0.0, 0.0], [0.0, 0.0, 0.0], [0.0, 0.0, 0.1], [0.0, 0.0, 0.0], [0.0, 0.0, 0.0], [0.0, 0.0, 0.0], [0.0, 0.0, 0.0], [0.0, 0.0, 0.0], [0.0, 0.0, 0.0], [0.0, 0.0, 0.0], [0.0, 0.0, 0.0], [0.0, 0.0, 0.0], [0.0, 0.0, 0.0], [0.0, 0.0, 0.0], [0.0, 0.0, 0.0], [0.0, 0.0, 0.0], [0.0, 0.0, 0.0], [0.0, 0.0, 0.0], [0.0, 0.0, -0.1], [0.0, 0.0, 0.0], [0.0, 0.0, 0.0], [0.0, 0.0, 0.0], [0.0, 0.0, 0.0], [0.0, 0.1, 0.0], [0.0, -0.1, 0.1], [0.0, 0.0, 0.0], [-0.1, 0.0, -0.1], [0.1, 0.2, 0.0], [-0.8, 0.0, -0.8], [0.0, 0.0, 0.0], [0.0, 0.0, 0.0], [0.0, -0.1, 0.0], [0.0, 0.0, 0.0], [0.0, 0.0, 0.0], [0.0, 0.0, 0.0], [0.0, 0.0, 0.0], [0.1, 0.0, 0.0], [0.0, 0.0, 0.0], [0.0, 0.0, 0.0], [0.1, 0.1, 0.2], [-0.2, -0.3, 0.0], [0.2, 0.1, 0.2], [0.4, 0.1, -0.1], [-0.1, -0.2, 0.1], [-0.1, -0.1, 0.0]]
}

[6]
{
  "formula": "C5H8O2",
  "method": "ωB97M-V/def2-TZVPD",
  "smiles": "C=CCO/C=C\\O",
  "homo_energy_ev": -8.79,
  "e_lumo_ev": 0.9,
  "elements": ["C", "C", "C", "O", "C", "C", "O", "H", "H", "H", "H", "H", "H", "H", "H"],
  "coordinates": [[-0.2109, -1.6408, -1.2458], [0.4897, -0.9894, -0.3248], [0.1558, -0.8889, 1.1462], [-0.2333, 0.4349, 1.5990], [-0.8639, 1.1566, 0.6146], [-0.1831, 1.7188, -0.3821], [1.1848, 1.8094, -0.4277], [-1.0882, -2.2409, -1.0117], [0.1137, -1.6042, -2.2859], [1.3696, -0.4389, -0.6514], [1.0508, -1.1173, 1.7290], [-0.6321, -1.6088, 1.4110], [-1.9476, 1.2194, 0.6691], [-0.6668, 2.0743, -1.2840], [1.4615, 2.1157, 0.4446]],
  "forces_ev_per_angstrom": [[0.2, -0.2, 0.1], [0.0, 0.0, 0.0], [0.2, -0.4, -0.1], [0.2, 0.1, -0.2], [-0.1, 0.1, -0.3], [-0.4, 0.2, 0.1], [0.0, 0.3, 0.1], [0.0, 0.2, 0.0], [-0.1, -0.2, 0.2], [-0.2, -0.1, 0.1], [-0.1, -0.1, 0.0], [0.1, 0.2, -0.1], [0.1, -0.2, -0.1], [-0.1, 0.3, 0.2], [0.2, -0.3, 0.0]]
}

[7]
{
  "formula": "C18H18N4Na",
  "method": "ωB97M-V/def2-TZVPD",
  "homo_energy_ev": -12.43,
  "total_charge": 1,
  "e_lumo_ev": -2.4,
  "elements": ["Na", "C", "N", "C", "C", "C", "C", "C", "C", "N", "C", "C", "C", "C", "C", "C", "N", "C", "C", "C", "C", "C", "N", "H", "H", "H", "H", "H", "H", "H", "H", "H", "H", "H", "H", "H", "H", "H", "H", "H", "H"],
  "coordinates": [[1.5525, 0.4547, -0.5574], [-1.0175, -0.5468, 0.7491], [0.2925, -0.0732, 1.2240], [1.0432, -1.1368, 1.9027], [1.4816, -2.2385, 0.9540], [1.4827, -3.5631, 1.3619], [1.9540, -4.5334, 0.4925], [2.4021, -4.1506, -0.7602], [2.3529, -2.8095, -1.0918], [1.9055, -1.8612, -0.2608], [0.1912, 1.1381, 2.0452], [-0.0082, 2.4074, 1.2350], [-0.8661, 3.4000, 1.6813], [-0.9547, 4.5842, 0.9674], [-0.1850, 4.7380, -0.1727], [0.6336, 3.6915, -0.5554], [0.7304, 2.5439, 0.1243], [-1.3485, -0.3056, -0.7201], [-2.6533, -0.5355, -1.1427], [-2.9708, -0.3760, -2.4767], [-1.9745, 0.0099, -3.3623], [-0.7071, 0.2166, -2.8602], [-0.3862, 0.0619, -1.5664], [-1.8152, -0.1021, 1.3514], [-1.0844, -1.6247, 0.9155], [0.4817, -1.5726, 2.7366], [1.9425, -0.6889, 2.3329], [1.1162, -3.8272, 2.3460], [1.9645, -5.5749, 0.7872], [2.7755, -4.8738, -1.4717], [2.6781, -2.4768, -2.0716], [1.1255, 1.2504, 2.5997], [-0.6064, 1.0542, 2.7917], [-1.4553, 3.2436, 2.5767], [-1.6185, 5.3741, 1.2955], [-0.2189, 5.6453, -0.7596], [1.2341, 3.7707, -1.4545], [-3.4091, -0.8341, -0.4258], [-3.9818, -0.5483, -2.8241], [-2.1759, 0.1470, -4.4155], [0.0975, 0.5221, -3.5213]],
  "forces_ev_per_angstrom": [[0.9, 0.2, -0.4], [0.1, 0.1, -0.1], [-0.3, -0.2, 0.4], [0.0, 0.0, -0.1], [0.0, 0.2, -0.1], [-0.1, 0.0, 0.0], [0.0, -0.1, 0.0], [0.0, -0.1, 0.0], [-0.1, 0.2, 0.1], [0.2, -0.3, 0.2], [0.0, 0.0, -0.2], [0.1, -0.1, -0.1], [-0.1, 0.0, 0.0], [0.0, 0.0, 0.0], [-0.1, 0.0, 0.0], [0.0, -0.2, 0.0], [-0.1, 0.3, 0.2], [0.2, 0.0, 0.0], [-0.1, 0.0, 0.1], [-0.1, 0.0, 0.0], [0.0, 0.0, 0.0], [0.0, 0.0, 0.2], [-0.6, -0.1, -0.4], [0.0, 0.0, 0.0], [0.0, 0.0, 0.0], [0.0, -0.1, 0.0], [0.0, 0.0, 0.0], [0.0, 0.0, 0.0], [0.0, 0.0, 0.0], [0.0, 0.0, 0.0], [0.0, 0.0, 0.0], [0.0, 0.0, 0.0], [0.0, 0.0, 0.0], [0.0, 0.0, 0.0], [0.0, 0.0, 0.0], [0.0, 0.0, 0.0], [0.0, 0.0, 0.0], [0.0, 0.0, 0.0], [0.0, 0.0, 0.0], [0.0, 0.0, 0.0], [0.0, 0.0, 0.0]]
}

[8]
{
  "formula": "C2H9NSi",
  "method": "ωB97M-V/def2-TZVPD",
  "homo_energy_ev": -8.91,
  "e_lumo_ev": 0.7,
  "elements": ["C", "C", "N", "Si", "H", "H", "H", "H", "H", "H", "H", "H", "H"],
  "coordinates": [[-0.3775, -1.8362, -0.4463], [0.4771, -0.6129, -0.0510], [-0.3903, 0.5209, 0.3009], [0.2768, 2.0335, 0.3250], [-0.9736, -2.2036, 0.3645], [-1.0564, -1.5921, -1.3092], [0.1628, -2.6650, -0.8107], [1.0356, -0.8646, 0.8343], [1.1192, -0.2442, -0.9421], [-1.5567, 0.1145, 1.0073], [1.6195, 1.8749, 0.9002], [-0.7616, 2.7900, 0.9207], [0.4251, 2.6848, -1.0935]],
  "forces_ev_per_angstrom": [[-0.6, 1.5, -1.5], [-1.2, 0.1, -1.1], [-4.9, -3.9, 2.0], [0.4, 1.4, -1.7], [-0.4, 0.1, 0.7], [0.4, 0.1, 0.9], [1.2, -0.9, -0.2], [1.0, -0.2, 0.0], [-0.7, -0.8, 1.5], [4.9, 1.8, -2.8], [0.3, 0.5, 0.3], [-0.5, 1.1, 1.0], [0.1, -0.6, 1.0]]
}

Short version: energy = -38296.5058 -23514.7918 -9643.8114 -7652.2444 -56929.0585 -9407.1971 -29331.6452 -11585.2480 eV, in the order given.